Below is C3H4OS in the gas phase, with properties calculated with ωB97M-V/def2-TZVPD.

```
9
Properties=species:S:1:pos:R:3
C -1.0661 0.8589 0.1362
C 0.2538 1.1749 0.1484
S 1.3068 -0.1415 -0.0955
C -0.3741 -1.1741 0.2793
O -1.5101 -0.4463 -0.3482
H -1.8494 1.6642 -0.0504
H 0.5706 2.2668 -0.1025
H 0.1355 -2.0274 -0.5082
H -0.5670 -1.2275 1.5922
```

As for the energy above the lowest of the compared OMol25 structures with the same formula, charge and spin: 3.632 eV. As for the orbital gap: 8.9 eV. The SMILES is C1=CSCO1. The calculation puts the HOMO energy at -8.3 eV. For the total energy, the calculation gives -16054.47777 eV.

Here are the Mulliken charges for atoms 1 to 4, given in e: -0.36 -0.02 -0.12 -0.40

=====

Below is C3H4OS in the gas phase, with properties calculated with ωB97M-V/def2-TZVPD.

```
9
Properties=species:S:1:pos:R:3
S -2.5223 -0.0236 -0.1424
C -0.7578 -0.1891 0.0928
C 0.2341 1.0416 -0.0099
O 1.3174 0.1896 -0.3273
C 0.4507 -1.0634 0.0201
H -0.2062 2.0157 -0.5601
H 0.1775 1.4224 1.0601
H 0.8456 -1.6150 0.7918
H 0.4610 -1.7782 -0.9250
```

As for the energy above the lowest of the compared OMol25 structures with the same formula, charge and spin: 3.457 eV. As for the orbital gap: 8.0 eV. The SMILES is S=C1COC1. The calculation puts the HOMO energy at -8.9 eV. For the total energy, the calculation gives -16054.65284 eV.

Here are the Mulliken charges for atoms 1 to 4, given in e: -0.19 -0.02 -0.22 -0.38

=====

Below is C3H4OS in the gas phase, with properties calculated with ωB97M-V/def2-TZVPD.

```
9
Properties=species:S:1:pos:R:3
S -1.2222 -1.4015 2.0468
C -0.9647 -0.5279 0.6963
C 0.2390 0.3107 0.4537
C 0.7541 0.2263 -0.9708
O -0.1100 1.3030 -0.5331
H -1.5156 -0.7024 -0.3024
H 0.7724 0.7932 1.3230
H 0.2847 -0.5697 -1.5565
H 1.7623 0.5684 -1.1570
```

As for the energy above the lowest of the compared OMol25 structures with the same formula, charge and spin: 2.059 eV. As for the orbital gap: 8.5 eV. The SMILES is S=C[C@H]1CO1. The calculation puts the HOMO energy at -9.0 eV. For the total energy, the calculation gives -16056.05081 eV.

Here are the Mulliken charges for atoms 1 to 4, given in e: -0.22 -0.36 0.26 -0.36

=====

Below is 2 unconnected molecules or ions with the total composition C3H4OS, with properties calculated with ωB97M-V/def2-TZVPD.

```
9
Properties=species:S:1:pos:R:3
C 0.8103 2.3522 0.0935
C 0.9323 1.1615 0.2238
C -1.1381 -1.2545 0.0230
O 1.7356 -1.0676 -0.8959
S 1.1900 -0.5952 0.3795
H 0.5061 3.3271 0.3238
H -1.2039 -0.9969 -0.9551
H -1.7314 -0.5612 0.7198
H -1.1009 -2.3655 0.0876
```

As for the energy above the lowest of the compared OMol25 structures with the same formula, charge and spin: 4.789 eV. As for the orbital gap (spin up / spin down): 8.2 / 8.2 eV. The calculation puts the HOMO energy (spin up / spin down) at -8.8 / -8.8 eV. For the total energy, the calculation gives -16053.32039 eV.

Here are the Mulliken charges for atoms 1 to 4, given in e: 0.15 -0.48 -0.86 -0.50

=====

Below is C3H4OS in the gas phase, with properties calculated with ωB97M-V/def2-TZVPD.

```
9
Properties=species:S:1:pos:R:3
C 2.2361 -0.1299 0.1712
C 1.0490 -0.8839 -0.0816
C -0.0060 0.2535 -0.1103
O 0.2381 1.4442 -0.1849
S -1.5999 -0.3796 0.0592
H 3.2214 -0.8482 0.2239
H 1.9417 1.0243 0.6504
H 1.1271 -2.0284 -0.7060
H -2.2713 0.9348 0.4878
```

As for the energy above the lowest of the compared OMol25 structures with the same formula, charge and spin: 3.387 eV. As for the orbital gap: 9.9 eV. The SMILES is C=CC(=O)S. The calculation puts the HOMO energy at -9.8 eV. For the total energy, the calculation gives -16054.72234 eV.

Here are the Mulliken charges for atoms 1 to 4, given in e: -0.45 -0.39 0.73 -0.52

=====

Below is C3H4OS in the gas phase, with properties calculated with ωB97M-V/def2-TZVPD.

```
9
Properties=species:S:1:pos:R:3
O 1.9893 -0.0283 0.0565
C 0.7891 -0.1312 -0.0561
C -0.2360 1.1614 -0.0924
S -1.6880 0.0569 0.0661
C -0.3841 -1.1175 -0.0486
H 0.0867 1.6710 -0.9899
H 0.1094 1.5916 0.9232
H 0.0664 -1.3005 1.1318
H -0.7329 -1.9035 -0.9906
```

As for the energy above the lowest of the compared OMol25 structures with the same formula, charge and spin: 2.972 eV. As for the orbital gap: 9.8 eV. The SMILES is O=C1CSC1. The calculation puts the HOMO energy at -9.1 eV. For the total energy, the calculation gives -16055.13734 eV.

Here are the Mulliken charges for atoms 1 to 4, given in e: -0.53 0.22 -0.46 -0.13

=====

Below is C3H4OS2 in the gas phase, with properties calculated with ωB97M-V/def2-TZVPD.

```
10
Properties=species:S:1:pos:R:3
O 1.0487 -0.1960 1.5079
C 0.3394 -0.3257 0.5321
C 0.2218 -1.6999 -0.1788
S 0.0852 -1.5744 -1.8245
C -0.5679 0.6762 -0.1012
S -0.5878 2.0935 0.9769
H 0.3835 -2.6578 0.3239
H -1.5728 0.6443 -0.5375
H -0.0625 0.9308 -1.1041
H 0.9448 2.4429 1.3031
```

As for the energy above the lowest of the compared OMol25 structures with the same formula, charge and spin: 2.887 eV. As for the orbital gap: 7.4 eV. The SMILES is O=C(C=S)CS. The calculation puts the HOMO energy at -8.9 eV. For the total energy, the calculation gives -26891.00208 eV.

Here are the Mulliken charges for atoms 1 to 4, given in e: -0.49 0.64 -0.24 -0.19

=====

Below is C3H4OS2 in the gas phase, with properties calculated with ωB97M-V/def2-TZVPD.

```
10
Properties=species:S:1:pos:R:3
C 1.4980 -0.6978 0.0926
S -0.1845 -1.5047 -0.0736
C -1.3831 -0.2779 -0.0577
S -2.9976 -0.5316 0.0648
C -0.9144 1.2261 -0.1291
O 0.2177 1.5757 0.0603
H 1.7127 -0.0541 -0.7564
H 1.6008 -0.1262 1.0222
H 2.2025 -1.5735 0.0454
H -1.7521 1.9640 -0.2686
```

As for the energy above the lowest of the compared OMol25 structures with the same formula, charge and spin: 1.330 eV. As for the orbital gap: 8.0 eV. The SMILES is CSC(=S)C=O. The calculation puts the HOMO energy at -9.1 eV. For the total energy, the calculation gives -26892.55858 eV.

Here are the Mulliken charges for atoms 1 to 4, given in e: -0.79 0.01 0.23 -0.22

=====

Below is C3H4OS2 in the gas phase, with properties calculated with ωB97M-V/def2-TZVPD.

```
10
Properties=species:S:1:pos:R:3
O -0.4990 -1.0491 1.0218
C -0.9373 0.1757 0.5843
C 0.0118 0.6196 -0.6185
S 0.3126 -0.6683 -1.9317
C 1.3045 -0.1112 -0.4642
S 2.5338 -0.4516 0.4767
H 0.1891 -1.3230 0.3377
H -0.7682 0.9827 1.3295
H -2.0002 0.2000 0.2955
H -0.1471 1.6253 -1.0311
```

As for the energy above the lowest of the compared OMol25 structures with the same formula, charge and spin: 2.511 eV. As for the orbital gap: 8.2 eV. The SMILES is OC[C@@H]1SC1=S. The calculation puts the HOMO energy at -9.1 eV. For the total energy, the calculation gives -26891.37784 eV.

Here are the Mulliken charges for atoms 1 to 4, given in e: -0.45 -0.21 -0.20 -0.05

=====

Below is C3H4OS3 in the gas phase, with properties calculated with ωB97M-V/def2-TZVPD.

```
11
Properties=species:S:1:pos:R:3
C -1.3838 -1.8409 -0.2523
S -1.9254 -0.1436 -0.2675
C -0.4110 0.6588 0.0652
S 0.0312 2.2216 0.0201
C 0.7075 -0.3007 0.6107
O 0.6274 -0.8696 1.6720
S 2.1010 -0.6687 -0.5557
H -1.0756 -2.1785 0.7206
H -2.1958 -2.5817 -0.7506
H -0.4827 -1.9251 -1.0533
H 1.9501 -0.0084 -1.9853
```

As for the energy above the lowest of the compared OMol25 structures with the same formula, charge and spin: 1.793 eV. As for the orbital gap: 8.1 eV. The SMILES is CSC(=S)C(=O)S. The calculation puts the HOMO energy at -9.0 eV. For the total energy, the calculation gives -37726.92882 eV.

Here are the Mulliken charges for atoms 1 to 4, given in e: -0.77 0.01 0.09 -0.14

=====

Below is 2 unconnected molecules or ions with the total composition C3H4OSi, with properties calculated with ωB97M-V/def2-TZVPD.

```
9
Properties=species:S:1:pos:R:3
C -0.5967 1.2575 1.3691
C -0.8281 0.2615 0.7339
C 3.4571 0.6058 -1.0598
O 3.3596 1.6680 -1.3731
Si -1.1831 -1.1824 -0.3222
H -0.3076 2.0321 2.0419
H -1.7974 -1.9919 0.7286
H -2.2582 -0.9636 -1.3629
H 0.1545 -1.6871 -0.7554
```

As for the energy above the lowest of the compared OMol25 structures with the same formula, charge and spin: 0.742 eV. As for the orbital gap: 11.3 eV. The calculation puts the HOMO energy at -10.4 eV. For the total energy, the calculation gives -13098.07868 eV.

Here are the Mulliken charges for atoms 1 to 4, given in e: 0.21 -0.63 0.11 -0.11

=====

Below is a molecular structure, C3H4S, with properties calculated with ωB97M-V/def2-TZVPD.

```
8
Properties=species:S:1:pos:R:3
C -1.0720 -1.0638 0.3117
C -0.2467 -0.1011 0.1871
C 0.7072 0.8319 -0.3925
S -0.3405 -1.1081 1.8413
H -1.8921 -1.7661 -0.4986
H 1.5657 0.9345 0.3448
H 0.4308 1.8253 -0.3527
H 0.8477 0.4474 -1.4411
```

As for the energy above the lowest of the compared OMol25 structures with the same formula, charge and spin: 2.519 eV. As for the orbital gap: 8.2 eV. The calculation puts the HOMO energy at -7.5 eV. For the total energy, the calculation gives -14007.06030 eV.

Here are the Mulliken charges for atoms 1 to 4, given in e: -0.17 0.13 -0.70 -0.30

=====

Below is C3H4S in the gas phase, with properties calculated with ωB97M-V/def2-TZVPD.

```
8
Properties=species:S:1:pos:R:3
C -1.0398 -0.6283 -0.2591
C -3.4579 -1.6681 0.3403
C 0.1003 0.1967 0.2438
S -1.9178 -1.5648 0.9932
H -1.6360 -0.2853 -1.0035
H 0.0115 1.2032 0.1326
H 1.0836 -0.0850 -0.2753
H 0.2919 0.2184 1.3792
```

As for the energy above the lowest of the compared OMol25 structures with the same formula, charge and spin: 4.809 eV. As for the orbital gap (spin up / spin down): 7.5 / 8.2 eV. The calculation puts the HOMO energy (spin up / spin down) at -8.5 / -8.6 eV. For the total energy, the calculation gives -14004.77020 eV.

Here are the Mulliken charges for atoms 1 to 4, given in e: -0.33 -0.22 -0.87 0.07

=====

Below is C3H4S in the gas phase, with properties calculated with ωB97M-V/def2-TZVPD.

```
8
Properties=species:S:1:pos:R:3
C 0.5413 -0.7314 0.3446
C 1.7591 -0.5880 -0.0949
C -1.7877 0.7257 0.0913
S -1.0504 -0.7421 -0.1392
H 2.0239 -0.2412 -1.0891
H 2.6024 -0.7898 0.5517
H -1.2367 1.6444 0.1246
H -2.8520 0.7225 0.2111
```

As for the energy above the lowest of the compared OMol25 structures with the same formula, charge and spin: 2.507 eV. As for the orbital gap (spin up / spin down): 7.9 / 7.8 eV. The calculation puts the HOMO energy (spin up / spin down) at -7.9 / -7.9 eV. For the total energy, the calculation gives -14007.07208 eV.

Here are the Mulliken charges for atoms 1 to 4, given in e: -0.09 -0.37 -0.61 0.03

=====

Below is a molecular structure, C3H4S, with properties calculated with ωB97M-V/def2-TZVPD.

```
8
Properties=species:S:1:pos:R:3
C -0.4611 -0.0294 0.6410
C 0.3776 0.8543 -0.2521
C 0.3344 -0.8380 -0.2922
S 1.8946 0.0437 0.0422
H -0.4457 0.1263 1.6525
H -1.5449 0.0839 0.2745
H -0.1340 1.3584 -1.0541
H -0.0209 -1.5992 -1.0118
```

As for the energy above the lowest of the compared OMol25 structures with the same formula, charge and spin: 1.966 eV. As for the orbital gap: 9.0 eV. The calculation puts the HOMO energy at -8.1 eV. For the total energy, the calculation gives -14007.61326 eV.

Here are the Mulliken charges for atoms 1 to 4, given in e: -0.47 -0.24 -0.16 -0.17

=====

Below is a molecular structure, C3H4S2, with properties calculated with ωB97M-V/def2-TZVPD.

```
9
Properties=species:S:1:pos:R:3
C 0.5498 -1.4981 -0.7240
C 0.2866 -0.7982 0.2383
C 0.1066 0.0811 1.2757
S 1.3797 1.5577 1.0991
S -1.0511 0.1559 2.3475
H 0.5362 -2.0241 -1.5700
H -1.5196 0.6256 -1.1851
H 1.7679 0.8283 0.0987
H -2.0560 1.0718 -1.5801
```

As for the energy above the lowest of the compared OMol25 structures with the same formula, charge and spin: 3.553 eV. As for the orbital gap: 8.0 eV. The calculation puts the HOMO energy at -9.2 eV. For the total energy, the calculation gives -24842.08807 eV.

Here are the Mulliken charges for atoms 1 to 4, given in e: 0.33 -0.73 0.07 -0.17

=====

Below is 2 unconnected molecules or ions with the total composition C3H4S2, with properties calculated with ωB97M-V/def2-TZVPD.

```
9
Properties=species:S:1:pos:R:3
C -2.3472 1.2087 0.0382
C 0.3888 -0.0197 0.4838
C -0.2484 1.2360 0.8568
S -3.2814 -0.1190 -0.0754
S 0.8274 1.5725 -0.4144
H -2.7045 2.1925 0.1969
H 1.3142 -0.4668 1.0604
H -0.0699 -0.6134 -0.2976
H -0.5837 1.8000 1.6633
```

As for the energy above the lowest of the compared OMol25 structures with the same formula, charge and spin: 4.088 eV. As for the orbital gap (spin up / spin down): 7.1 / 7.1 eV. The calculation puts the HOMO energy (spin up / spin down) at -7.6 / -7.6 eV. For the total energy, the calculation gives -24841.55282 eV.

Here are the Mulliken charges for atoms 1 to 4, given in e: -0.29 -0.51 -0.24 -0.17

=====

Below is 2 unconnected molecules or ions with the total composition C3H4S2, with properties calculated with ωB97M-V/def2-TZVPD.

```
9
Properties=species:S:1:pos:R:3
C -1.0010 -1.1853 0.2746
C -1.6054 -0.1242 0.3718
C -2.7313 0.7444 0.5132
S -4.1940 0.3664 -0.0134
H -0.5505 -2.0824 -0.0443
H -2.5215 1.6791 0.8456
S 1.3467 0.6470 0.4522
H 0.5380 1.4440 -0.3827
H 0.7633 1.1210 1.4400
```

As for the energy above the lowest of the compared OMol25 structures with the same formula, charge and spin: 3.292 eV. As for the orbital gap: 7.8 eV. The SMILES is C#CC=S.S. The calculation puts the HOMO energy at -8.9 eV. For the total energy, the calculation gives -24842.34945 eV.

Here are the Mulliken charges for atoms 1 to 4, given in e: 0.06 -0.18 -0.39 -0.19

=====

Below is C3H4S3 in the gas phase, with properties calculated with ωB97M-V/def2-TZVPD.

```
10
Properties=species:S:1:pos:R:3
C 1.0847 1.5314 -0.5159
S -0.4577 0.7319 -0.2264
C -0.2535 -1.0107 0.0092
S 1.1235 -1.6180 -0.4278
C -1.4148 -1.5265 0.6373
S -2.6825 -0.8040 1.3824
H 2.0083 1.8436 0.3455
H 0.4512 2.4733 -0.8625
H 1.6797 0.9153 -1.3379
H -1.5388 -2.5362 0.9961
```

As for the energy above the lowest of the compared OMol25 structures with the same formula, charge and spin: 3.232 eV. As for the orbital gap: 6.6 eV. The SMILES is CSC(=S)C=S. The calculation puts the HOMO energy at -8.7 eV. For the total energy, the calculation gives -35678.24430 eV.

Here are the Mulliken charges for atoms 1 to 4, given in e: -0.71 -0.02 0.57 -0.31

=====

Below is C3H4S3 in the gas phase, with properties calculated with ωB97M-V/def2-TZVPD.

```
10
Properties=species:S:1:pos:R:3
S 0.8375 1.4543 -2.1421
C 0.9376 0.5009 -0.7135
C -0.3342 0.1984 -0.1990
S -0.9845 -1.3116 -0.7786
C -0.5013 -0.1059 1.4336
S -1.5667 0.7122 2.3752
H 1.9419 0.0926 -0.1016
H -0.9621 1.2075 -0.5913
H 0.4105 -1.9132 -1.0286
H 0.2213 -0.8352 1.7459
```

As for the energy above the lowest of the compared OMol25 structures with the same formula, charge and spin: 3.878 eV. As for the orbital gap: 7.6 eV. The SMILES is S=CC(S)C=S. The calculation puts the HOMO energy at -8.8 eV. For the total energy, the calculation gives -35677.59814 eV.

Here are the Mulliken charges for atoms 1 to 4, given in e: -0.19 -0.28 -0.08 -0.15